C25H28N3O4RuSSi2 | ωB97M-V/def2-TZVPD

## Properties
- charge = -1
- energy (eV) = -68217.624
- lowest unoccupied orbital energy (alpha / beta) (Eh) = 0.09917 / 0.09919
- F_max (eV/Å) = 0.7

Element x y z (Å)
Ru: -0.44 -0.12 -0.03
N: 1.13 -2.18 3.53
C: 0.64 -1.26 2.63
S: 1.19 -1.43 0.96
N: -0.12 -0.32 3.06
N: -0.56 0.49 2.02
C: -1.32 1.45 2.43
C: -1.84 2.53 1.62
C: -2.71 3.44 2.24
C: -3.15 4.57 1.58
C: -2.68 4.82 0.29
C: -1.82 3.94 -0.34
C: -1.41 2.75 0.29
O: -0.59 1.93 -0.30
H: 1.43 -3.05 3.11
H: 0.56 -2.29 4.35
H: -1.54 1.46 3.49
H: -3.03 3.25 3.25
H: -3.82 5.26 2.06
H: -2.99 5.72 -0.23
H: -1.45 4.14 -1.34
C: -1.07 -3.64 -0.40
Si: -0.27 -2.22 -1.35
C: 1.49 -2.77 -1.81
C: -1.08 -2.29 -3.05
C: -1.30 -3.44 -3.82
C: -1.81 -3.35 -5.10
C: -2.11 -2.10 -5.64
C: -1.88 -0.95 -4.89
C: -1.37 -1.04 -3.59
Si: -0.97 0.36 -2.40
C: 0.44 1.33 -3.20
C: -2.58 1.35 -2.45
H: -0.75 -4.57 -0.87
H: -2.16 -3.60 -0.45
H: -0.79 -3.66 0.65
H: 1.41 -3.66 -2.44
H: 2.11 -3.03 -0.95
H: 2.00 -2.00 -2.39
H: -1.06 -4.42 -3.41
H: -1.99 -4.24 -5.68
H: -2.51 -2.02 -6.64
H: -2.12 0.02 -5.32
H: 0.16 1.61 -4.22
H: 1.33 0.70 -3.26
H: 0.69 2.23 -2.63
H: -2.83 1.49 -3.51
H: -2.55 2.32 -1.98
H: -3.38 0.77 -2.00
O: -4.33 -2.58 3.14
C: -5.02 -2.11 2.09
C: -6.41 -2.23 2.10
C: -7.16 -1.78 1.03
C: -6.54 -1.20 -0.08
C: -5.16 -1.06 -0.08
C: -4.39 -1.50 0.99
C: -2.90 -1.35 1.00
O: -2.24 -1.93 1.87
O: -2.42 -0.63 0.05
H: -3.37 -2.44 2.89
H: -6.88 -2.69 2.96
H: -8.24 -1.89 1.05
H: -7.12 -0.85 -0.92
H: -4.65 -0.61 -0.92

In the Mulliken picture, each atom carries the following charge in e: atom 1 (Ru): -0.50, atom 2 (N): -0.51, atom 3 (C): 0.56, atom 4 (S): -0.53, atom 5 (N): -1.20, atom 6 (N): 0.71, atom 7 (C): -0.50, atom 8 (C): 0.44, atom 9 (C): -0.71, atom 10 (C): -0.68, atom 11 (C): -0.43, atom 12 (C): -0.26, atom 13 (C): 0.42, atom 14 (O): -1.01, atom 15 (H): 0.25, atom 16 (H): 0.27, atom 17 (H): 0.31, atom 18 (H): 0.36, atom 19 (H): 0.38, atom 20 (H): 0.38, atom 21 (H): 0.50, atom 22 (C): -1.34, atom 23 (Si): 1.36, atom 24 (C): -1.49, atom 25 (C): 0.24, atom 26 (C): -0.54, atom 27 (C): -0.56, atom 28 (C): -0.60, atom 29 (C): -0.52, atom 30 (C): 0.21, atom 31 (Si): 1.74, atom 32 (C): -1.39, atom 33 (C): -1.13, atom 34 (H): 0.43, atom 35 (H): 0.33, atom 36 (H): 0.25, atom 37 (H): 0.37, atom 38 (H): 0.44, atom 39 (H): 0.30, atom 40 (H): 0.33, atom 41 (H): 0.38, atom 42 (H): 0.36, atom 43 (H): 0.33, atom 44 (H): 0.34, atom 45 (H): 0.32, atom 46 (H): 0.24, atom 47 (H): 0.52, atom 48 (H): 0.30, atom 49 (H): 0.01, atom 50 (O): -0.73, atom 51 (C): 0.33, atom 52 (C): -0.71, atom 53 (C): -0.27, atom 54 (C): -0.91, atom 55 (C): -0.30, atom 56 (C): -0.25, atom 57 (C): 0.80, atom 58 (O): -0.61, atom 59 (O): 0.38, atom 60 (H): 0.39, atom 61 (H): 0.43, atom 62 (H): 0.35, atom 63 (H): 0.42, atom 64 (H): 0.25

=====

C25H28N6PRbSTe | ωB97M-V/def2-TZVPD

## Properties
- energy (eV) = -63392.604
- lowest unoccupied orbital energy (Eh) = -0.00851
- F_max (eV/Å) = 1.4

Element x y z (Å)
Rb: -0.12 0.65 -0.72
N: 0.18 0.55 2.84
C: 1.27 1.12 3.50
C: 1.18 1.45 4.86
C: 2.25 2.01 5.52
C: 3.44 2.25 4.85
C: 3.53 1.97 3.50
C: 2.45 1.41 2.81
P: 2.53 1.11 1.00
C: 3.09 2.74 0.39
C: 2.69 3.92 1.02
C: 3.06 5.14 0.49
C: 3.81 5.21 -0.67
C: 4.18 4.04 -1.32
C: 3.82 2.82 -0.80
C: 4.07 0.13 0.95
C: 5.36 0.66 0.92
C: 6.46 -0.18 0.93
C: 6.29 -1.55 0.98
C: 5.02 -2.09 1.00
C: 3.92 -1.26 0.98
H: -0.60 0.33 3.44
H: 0.43 -0.25 2.27
H: 0.25 1.26 5.39
H: 2.16 2.24 6.57
H: 4.28 2.66 5.38
H: 4.44 2.18 2.96
H: 2.10 3.87 1.92
H: 2.76 6.05 0.99
H: 4.11 6.17 -1.07
H: 4.75 4.07 -2.24
H: 4.11 1.91 -1.32
H: 5.50 1.73 0.87
H: 7.45 0.24 0.91
H: 7.16 -2.20 1.00
H: 4.89 -3.17 1.03
H: 2.91 -1.68 0.99
S: -2.71 -0.89 1.30
C: -3.50 -1.33 -0.08
N: -4.25 -0.52 -0.84
C: -4.75 -1.19 -2.03
C: -4.38 -2.66 -1.77
N: -3.54 -2.57 -0.59
H: -4.35 0.46 -0.67
H: -4.25 -0.79 -2.93
H: -5.83 -1.04 -2.13
H: -3.82 -3.11 -2.60
H: -5.27 -3.26 -1.58
H: -3.09 -3.36 -0.17
C: -2.36 -1.73 -5.21
Te: -0.73 -0.88 -4.01
C: -0.36 -2.83 -3.19
H: -1.95 -2.36 -6.00
H: -2.93 -0.94 -5.68
H: -3.04 -2.34 -4.62
H: -1.31 -3.33 -3.00
H: 0.20 -2.73 -2.27
H: 0.21 -3.42 -3.90
N: 5.20 2.02 -3.90
C: 4.25 1.36 -3.86
N: 3.22 0.60 -3.92
C: 2.33 0.20 -3.16
N: 1.41 -0.24 -2.57

In the natural (NBO) picture, each atom carries the following charge in e: atom 1 (Rb): 0.92, atom 2 (N): -0.84, atom 3 (C): 0.26, atom 4 (C): -0.28, atom 5 (C): -0.18, atom 6 (C): -0.25, atom 7 (C): -0.16, atom 8 (C): -0.40, atom 9 (P): 0.76, atom 10 (C): -0.36, atom 11 (C): -0.16, atom 12 (C): -0.23, atom 13 (C): -0.21, atom 14 (C): -0.19, atom 15 (C): -0.22, atom 16 (C): -0.34, atom 17 (C): -0.22, atom 18 (C): -0.19, atom 19 (C): -0.20, atom 20 (C): -0.23, atom 21 (C): -0.13, atom 22 (H): 0.38, atom 23 (H): 0.38, atom 24 (H): 0.20, atom 25 (H): 0.21, atom 26 (H): 0.22, atom 27 (H): 0.22, atom 28 (H): 0.21, atom 29 (H): 0.21, atom 30 (H): 0.21, atom 31 (H): 0.25, atom 32 (H): 0.23, atom 33 (H): 0.23, atom 34 (H): 0.22, atom 35 (H): 0.21, atom 36 (H): 0.21, atom 37 (H): 0.20, atom 38 (S): -0.32, atom 39 (C): 0.29, atom 40 (N): -0.59, atom 41 (C): -0.23, atom 42 (C): -0.22, atom 43 (N): -0.59, atom 44 (H): 0.42, atom 45 (H): 0.21, atom 46 (H): 0.21, atom 47 (H): 0.21, atom 48 (H): 0.20, atom 49 (H): 0.43, atom 50 (C): -0.92, atom 51 (Te): 0.48, atom 52 (C): -0.86, atom 53 (H): 0.22, atom 54 (H): 0.22, atom 55 (H): 0.19, atom 56 (H): 0.20, atom 57 (H): 0.23, atom 58 (H): 0.22, atom 59 (N): -0.50, atom 60 (C): 0.45, atom 61 (N): -0.67, atom 62 (C): 0.59, atom 63 (N): -0.80

=====

C25H28N7O4PPdS2 | ωB97M-V/def2-TZVPD

## Properties
- spin multiplicity = 3
- charge = +2
- energy (eV) = -79427.620
- lowest unoccupied orbital energy (alpha / beta) (Eh) = -0.20009 / -0.27220
- expectation value of S² = 2.01
- F_max (eV/Å) = 0.6

Element x y z (Å)
Pd: 0.21 0.63 0.25
S: -5.39 -1.85 -4.39
N: -3.95 -1.25 -4.77
C: -3.36 -0.93 -3.63
C: -2.04 -0.35 -3.49
C: -1.21 -0.04 -4.57
C: 0.03 0.50 -4.32
C: 0.42 0.73 -3.00
N: -0.36 0.44 -1.98
C: -1.58 -0.08 -2.20
C: -2.41 -0.37 -1.02
N: -1.90 -0.06 0.19
C: -2.61 -0.33 1.29
C: -3.86 -0.93 1.24
C: -4.40 -1.24 0.01
C: -3.67 -0.95 -1.15
C: -4.15 -1.23 -2.49
N: -5.32 -1.77 -2.78
H: -1.55 -0.24 -5.58
H: 0.71 0.76 -5.13
H: 1.39 1.15 -2.77
H: -2.16 -0.06 2.23
H: -4.40 -1.13 2.15
H: -5.37 -1.70 -0.09
C: 2.87 2.03 2.73
O: 2.00 0.97 3.19
P: 0.56 0.76 2.59
O: -0.38 1.85 3.23
C: -0.47 2.02 4.68
O: 0.10 -0.58 3.33
C: 0.79 -1.83 3.09
H: 3.58 2.22 3.53
H: 2.31 2.94 2.52
H: 3.41 1.71 1.84
H: -1.24 2.76 4.84
H: 0.48 2.38 5.06
H: -0.74 1.08 5.15
H: 0.23 -2.59 3.63
H: 1.80 -1.77 3.47
H: 0.80 -2.06 2.03
N: 1.80 -1.04 -0.44
C: 2.43 -1.93 -0.83
N: 3.14 -2.93 -1.29
C: 2.51 -4.15 -1.81
C: 2.97 -5.33 -0.98
O: 4.38 -5.39 -0.95
C: 4.95 -4.25 -0.34
C: 4.61 -2.99 -1.12
H: 2.84 -4.28 -2.85
H: 1.43 -4.04 -1.79
H: 2.62 -6.26 -1.41
H: 2.58 -5.24 0.04
H: 6.03 -4.39 -0.33
H: 4.60 -4.16 0.70
H: 5.06 -3.03 -2.11
H: 4.95 -2.10 -0.60
S: 0.81 2.99 -0.27
C: -0.44 4.05 0.25
N: -0.31 5.36 -0.08
C: -1.20 6.33 0.25
C: -2.31 6.01 0.96
C: -2.50 4.67 1.34
C: -1.58 3.71 0.99
H: 0.51 5.61 -0.62
H: -0.96 7.33 -0.08
H: -3.02 6.78 1.23
H: -3.37 4.40 1.91
H: -1.71 2.68 1.28

In the natural (NBO) picture, each atom carries the following charge in e: atom 1 (Pd): 0.87, atom 2 (S): 1.01, atom 3 (N): -0.58, atom 4 (C): 0.09, atom 5 (C): -0.09, atom 6 (C): -0.10, atom 7 (C): -0.23, atom 8 (C): 0.08, atom 9 (N): -0.51, atom 10 (C): 0.23, atom 11 (C): 0.24, atom 12 (N): -0.51, atom 13 (C): 0.06, atom 14 (C): -0.24, atom 15 (C): -0.09, atom 16 (C): -0.12, atom 17 (C): 0.16, atom 18 (N): -0.60, atom 19 (H): 0.26, atom 20 (H): 0.25, atom 21 (H): 0.22, atom 22 (H): 0.22, atom 23 (H): 0.25, atom 24 (H): 0.26, atom 25 (C): -0.26, atom 26 (O): -0.83, atom 27 (P): 1.83, atom 28 (O): -0.84, atom 29 (C): -0.26, atom 30 (O): -0.83, atom 31 (C): -0.26, atom 32 (H): 0.22, atom 33 (H): 0.19, atom 34 (H): 0.20, atom 35 (H): 0.21, atom 36 (H): 0.20, atom 37 (H): 0.21, atom 38 (H): 0.22, atom 39 (H): 0.21, atom 40 (H): 0.19, atom 41 (N): -0.60, atom 42 (C): 0.57, atom 43 (N): -0.46, atom 44 (C): -0.23, atom 45 (C): -0.08, atom 46 (O): -0.50, atom 47 (C): -0.08, atom 48 (C): -0.23, atom 49 (H): 0.22, atom 50 (H): 0.22, atom 51 (H): 0.22, atom 52 (H): 0.17, atom 53 (H): 0.22, atom 54 (H): 0.17, atom 55 (H): 0.22, atom 56 (H): 0.23, atom 57 (S): -0.15, atom 58 (C): 0.10, atom 59 (N): -0.47, atom 60 (C): 0.08, atom 61 (C): -0.26, atom 62 (C): -0.08, atom 63 (C): -0.26, atom 64 (H): 0.44, atom 65 (H): 0.25, atom 66 (H): 0.26, atom 67 (H): 0.24, atom 68 (H): 0.25